[1]
# FH3S

A single FH3S molecule (ωB97M-V/def2-TZVPD, the Open Molecules 2025 dataset).

Its LUMO energy is 0.4 eV. As for the spin multiplicity: 1. Its energy above the lowest of the compared OMol25 structures with the same formula, charge and spin is 68.0 kcal per mole. For the largest force on an atom, the calculation gives 9.2 eV/A. The HOMO-LUMO gap is 9.297 eV.

Last column: Löwdin charge in e.
Element x y z (Å)
S  0.826  -0.510  -0.013  0.584
H  1.907  0.293  0.072  -0.217
H  0.003  0.520  -0.280  -0.146
H  -1.635  0.202  0.260  0.119
F  -1.101  -0.506  -0.039  -0.341

[2]
# C35H39AuGeN3O3S

A molecular structure, C35H39AuGeN3O3S (ωB97M-V/def2-TZVPD, the Open Molecules 2025 dataset).

Its net charge is +1. Its LUMO energy (alpha / beta) is -3.7 / -4.0 eV. As for the spin multiplicity: 1. Its energy above the lowest of the compared OMol25 structures with the same formula, charge and spin is 38.8 kcal per mole. For the largest force on an atom, the calculation gives 1.9 eV/A. The HOMO-LUMO gap (alpha / beta) is 6.816 / 6.484 eV.

Last column: Löwdin charge in e.
Element x y z (Å)
C  -0.920  2.401  -1.073  -0.355
C  -6.464  -0.168  -0.624  -0.079
C  2.621  0.688  1.559  -0.324
H  4.790  -1.164  2.111  0.134
H  2.637  -6.360  1.026  0.108
C  -0.731  -0.669  4.580  -0.216
O  -0.590  -1.286  -2.411  -0.524
H  4.431  -0.370  3.668  0.135
C  1.774  -4.416  0.749  -0.070
H  3.918  3.060  0.981  0.130
C  -2.659  2.804  -2.371  -0.053
H  -3.404  3.418  -1.864  0.136
C  2.633  -2.657  2.151  -0.186
H  -2.291  0.669  -2.637  0.139
C  2.160  1.862  0.770  -0.172
H  -3.273  -3.165  4.899  0.024
N  1.867  -0.295  1.836  0.087
H  1.093  -4.741  -0.027  0.107
C  2.650  -1.235  2.655  -0.224
C  2.750  0.778  -2.473  -0.088
H  2.219  -1.217  3.658  0.138
H  -1.056  -0.676  5.620  0.032
H  -3.191  -0.224  0.285  0.047
H  -7.424  -0.575  -0.336  0.106
H  1.398  -2.082  -4.217  0.070
C  0.637  1.068  -3.594  -0.066
H  -0.352  0.687  -3.818  0.106
C  -5.324  -0.489  0.094  -0.079
H  -5.394  -1.149  0.950  0.094
H  4.169  -3.261  3.536  0.121
O  -1.338  3.299  -1.982  0.008
C  -1.526  -1.404  1.627  -0.235
C  1.477  0.323  -2.783  -0.405
H  -1.717  -3.730  4.280  0.022
C  4.057  -0.589  2.672  -0.031
C  -3.989  0.866  -1.378  -0.174
C  3.497  -3.575  2.744  -0.039
Ge  -2.167  -1.372  3.467  0.698
H  1.402  -3.329  -2.927  0.054
C  -2.622  -3.178  4.025  -0.223
C  2.373  4.018  -0.197  -0.005
H  2.784  -2.208  -3.079  0.060
H  -2.756  2.908  -3.448  0.132
H  0.432  2.864  -4.740  0.125
C  2.832  4.068  -4.377  -0.039
H  2.913  4.019  -5.464  0.089
H  -3.364  0.856  3.554  0.030
H  2.132  4.872  -4.144  0.082
C  3.187  1.986  -2.997  -0.042
C  2.924  2.994  0.564  0.033
H  -4.186  -0.338  4.569  0.031
C  -2.654  1.354  -1.861  -0.237
C  1.085  2.278  -4.104  -0.025
C  1.770  -3.086  1.152  -0.050
H  -4.420  -0.351  2.815  -0.005
C  2.362  2.754  -3.815  -0.272
H  -7.253  0.938  -2.287  0.108
C  1.104  3.869  -0.735  0.037
C  1.707  -2.320  -3.200  -0.224
C  -3.694  -0.181  3.609  -0.201
H  -3.136  -3.709  3.224  0.021
H  4.178  -5.603  2.809  0.110
H  4.185  2.339  -2.768  0.118
S  0.864  -1.205  -2.088  0.846
C  3.502  -4.900  2.340  -0.067
H  0.648  4.635  -1.344  0.131
H  -5.084  1.838  -2.965  0.115
H  -0.488  0.358  4.302  0.018
N  -1.583  1.357  -0.846  0.129
N  0.932  1.726  0.274  0.069
H  3.404  0.196  -1.832  0.115
C  -5.137  1.189  -2.099  -0.036
H  0.166  -1.282  4.500  0.001
H  3.810  4.343  -3.984  0.078
C  -4.084  0.023  -0.275  -0.027
H  1.092  -2.386  0.680  0.040
C  -6.368  0.678  -1.722  -0.071
H  -1.505  -2.387  1.150  -0.013
O  3.879  0.691  1.983  0.042
Au  -0.291  -0.033  0.932  0.908
C  2.638  -5.325  1.339  -0.076
H  2.937  4.922  -0.379  0.125
C  0.412  2.695  -0.472  -0.154

| no. | DFT total energy (eV) |
| --- | --- |
| 1 | -13598.3872 |
| 2 | -118576.1191 |